No. 1
16
Properties=species:S:1:pos:R:3:forces:R:3:nbo_charge:R:1 method="wB97M-V/def2-TZVPD" total_energy_ha=-288.1222 lumo_energy_ev=-4.64 total_charge=+1 e_above_lowest_kcal_mol=25.68
O 0.363410 0.746784 -0.442145 0.19 -0.16 0.00 -0.610
C 1.256028 0.936292 -1.245783 -0.35 0.07 -0.09 0.473
C 1.053639 0.846843 -2.721603 0.08 0.15 0.14 -0.732
H 2.256139 1.195911 -0.875616 0.21 0.00 -0.02 0.130
H -0.008950 0.900532 -2.935922 -0.04 -0.07 -0.14 0.242
H 1.471953 -0.090486 -3.093896 -0.02 -0.10 0.05 0.254
H 1.597290 1.637935 -3.236266 -0.01 0.09 0.03 0.252
C -1.108346 0.218568 2.243206 0.02 -0.06 -0.10 -0.429
C -0.324156 -1.639012 0.869380 0.07 -0.10 -0.13 0.143
N -1.233860 -1.059188 1.530656 -0.34 -0.03 0.07 -0.373
H -1.343034 0.053756 3.291948 0.01 0.03 0.01 0.243
H -1.823828 0.907343 1.797698 0.03 0.03 0.06 0.251
H -0.100766 0.597121 2.105102 -0.03 -0.01 0.03 0.250
H 0.663343 -1.202686 0.828342 0.00 0.01 0.02 0.240
H -0.562148 -2.554979 0.338902 0.07 0.03 0.09 0.230
H -2.156714 -1.494733 1.545995 0.13 0.12 0.00 0.436

No. 2
43
Properties=species:S:1:pos:R:3:forces:R:3:nbo_charge:R:1 method="wB97M-V/def2-TZVPD" total_energy_ha=-1162.3347 lumo_energy_ev=0.09 smiles="O=C(NCc1cccnc1)/C(=C/c1ccco1)NC(=O)c1ccccc1" e_above_lowest_kcal_mol=35.28
O -1.001897 -1.194966 -1.713714 0.05 -0.13 0.02 -0.648
C -1.127403 -0.082660 -1.217281 -0.15 0.18 -0.06 0.650
N -2.315441 0.552754 -1.156708 -0.11 0.21 0.03 -0.593
C -3.544106 -0.077553 -1.591892 -0.06 -0.16 -0.14 -0.248
C -4.404927 -0.480922 -0.424979 -0.09 -0.02 0.09 -0.085
C -3.899468 -1.302964 0.577551 -0.17 0.05 0.00 -0.163
C -4.713883 -1.644362 1.642736 0.07 0.04 -0.11 -0.248
C -6.009669 -1.147896 1.664811 0.09 -0.15 0.16 0.034
N -6.500934 -0.368124 0.718294 -0.53 0.13 0.13 -0.411
C -5.718209 -0.044161 -0.294822 0.38 -0.03 -0.24 0.033
C 0.074030 0.624194 -0.681244 0.21 0.58 0.27 0.066
C 0.112650 1.934684 -0.355768 -0.23 -0.44 0.04 -0.198
C 1.256819 2.731349 -0.039645 1.01 -0.32 -0.46 0.224
C 2.611394 2.595105 -0.257340 -0.87 0.08 0.02 -0.234
C 3.210141 3.781494 0.208539 -0.32 0.45 0.19 -0.317
C 2.192445 4.559220 0.675069 0.82 0.02 -0.10 0.105
O 1.014114 3.945387 0.518394 -0.48 0.02 0.10 -0.394
N 1.159527 -0.246180 -0.639991 -0.11 -0.18 -0.39 -0.627
C 2.064561 -0.340442 0.386595 -0.13 0.06 0.16 0.662
O 2.074771 0.419023 1.333774 -0.01 -0.28 0.06 -0.584
C 3.044570 -1.449728 0.228971 0.32 -0.18 0.06 -0.178
C 3.393499 -1.979384 -1.010698 -0.08 0.07 0.11 -0.136
C 4.327246 -2.996937 -1.088763 0.06 -0.11 -0.06 -0.232
C 4.915906 -3.495964 0.061966 0.02 -0.02 -0.06 -0.193
C 4.581164 -2.964811 1.296994 0.01 -0.01 0.03 -0.213
C 3.655280 -1.942438 1.379390 -0.11 0.12 -0.04 -0.154
H -2.400218 1.410376 -0.637017 0.10 -0.09 -0.01 0.400
H -4.090263 0.606701 -2.248368 0.03 -0.13 0.02 0.206
H -3.247143 -0.963740 -2.162206 -0.10 0.22 0.00 0.251
H -2.884410 -1.668587 0.514061 0.11 -0.04 0.01 0.225
H -4.353365 -2.280680 2.435850 0.01 -0.05 0.08 0.222
H -6.687479 -1.382931 2.474608 0.02 -0.07 0.11 0.193
H -6.166880 0.595674 -1.044938 0.06 0.08 -0.14 0.188
H -0.807186 2.502494 -0.335363 -0.10 -0.04 -0.09 0.211
H 3.110755 1.769550 -0.718937 0.04 -0.21 -0.04 0.226
H 4.253571 4.021379 0.202122 0.19 0.11 0.03 0.230
H 2.183173 5.532605 1.125057 -0.11 0.10 0.06 0.203
H 0.973745 -1.084028 -1.189660 0.12 0.14 0.16 0.437
H 2.959223 -1.585505 -1.918162 -0.03 0.04 -0.07 0.207
H 4.598539 -3.401945 -2.052583 0.02 -0.02 -0.07 0.216
H 5.640195 -4.294222 -0.005804 0.06 -0.06 -0.01 0.215
H 5.045161 -3.346414 2.194299 0.03 -0.03 0.07 0.217
H 3.386533 -1.506661 2.329886 -0.02 0.04 0.07 0.235

No. 3
15
Properties=species:S:1:pos:R:3:forces:R:3:nbo_charge:R:1 method="wB97M-V/def2-TZVPD" total_energy_ha=-304.6258 lumo_energy_ev="-0.83 / 0.38" e_above_lowest_kcal_mol=131.58
C -2.019484 -0.969484 0.533158 0.05 -0.22 0.05 -0.674
C -1.271643 -0.293409 -0.545980 -1.78 -0.55 -1.46 -0.070
C -0.358892 0.796074 -0.378019 1.61 -0.70 0.57 -0.292
N 0.850038 -0.034442 0.141998 0.88 0.99 0.10 -0.398
C 1.997802 0.768571 0.521662 0.70 -0.01 -0.54 -0.246
C 2.139265 -0.274156 -0.576759 -1.57 1.15 1.64 0.252
N 2.732090 -0.917236 -1.394346 0.25 -0.31 -0.58 -0.238
H -1.941374 -0.461677 1.497328 -0.04 0.00 -0.10 0.211
H -1.621597 -1.987847 0.647289 -0.11 0.09 0.16 0.229
H -3.077749 -1.087541 0.262714 0.11 0.06 0.13 0.226
H -1.213455 -0.819315 -1.501133 -0.08 0.11 0.21 0.180
H -0.075564 1.356831 -1.274798 -0.15 -0.10 0.07 0.206
H -0.627658 1.474537 0.445830 0.23 -0.19 -0.20 0.207
H 2.038769 1.780873 0.111893 -0.04 -0.03 0.17 0.193
H 2.449449 0.668224 1.509159 -0.06 -0.30 -0.22 0.215